{
  "formula": "C4H6N2",
  "method": "wB97M-V/def2-TZVPD",
  "lumo_ev": 1.192,
  "relative_energy_kj_mol": 624.5,
  "orbital_gap_ha": 0.3547,
  "species": ["C", "C", "C", "N", "N", "C", "H", "H", "H", "H", "H", "H"],
  "coordinates": [[-1.8481, -0.0936, -0.0474], [-0.5392, 0.4846, 0.3018], [1.0695, -1.3575, -0.2816], [1.6419, -0.2258, -0.4765], [0.9047, 1.0034, -0.4095], [0.3124, 1.2482, 0.8735], [-2.1199, 0.1923, -1.0584], [-1.8102, -1.1765, -0.0162], [-2.6215, 0.2681, 0.6222], [1.8278, -2.1448, -0.4041], [2.5842, -0.0601, -0.8084], [0.5984, 1.8617, 1.7047]]
}